C8H9ClN2O2S in the gas phase at a distorted geometry, computed with ωB97M-V/def2-TZVPD.

Cartesian coordinates (Å):
C -1.499 1.958 1.538
C -0.369 1.158 1.663
C -1.806 2.405 0.288
C 0.409 0.799 0.578
C -1.038 2.127 -0.799
C 0.084 1.323 -0.682
C 0.127 -1.863 -1.695
C 0.119 -0.385 -2.777
N 1.554 -3.035 -0.130
N 1.270 -1.948 -0.926
O -0.831 -2.561 -1.606
O 2.357 0.511 -1.839
S 1.056 1.017 -2.247
Cl -1.549 0.074 -3.189
H -2.240 2.170 2.409
H -0.186 0.580 2.572
H -2.650 3.141 0.020
H 1.139 0.021 0.607
H -1.339 2.652 -1.841
H 0.618 -0.553 -3.701
H 0.614 -3.337 -0.012
H 1.845 -2.635 0.760
H 2.061 -1.333 -1.063

HOMO-LUMO gap, eV: 9.8
Molar mass, g mol⁻¹: 232.69
LUMO, eV: 0.61
ΔE to the lowest compared entry with this formula, charge and spin, kcal/mol: 0.0
HOMO level, eV: -9.16

---

C2H4N6O in the gas phase at a distorted geometry, computed with ωB97M-V/def2-TZVPD.

Cartesian coordinates (Å):
C -0.462 0.362 0.187
C -0.701 -1.608 1.148
H 1.226 -1.701 -0.376
H 0.010 -1.447 -1.502
H -1.185 -2.311 0.464
H 0.654 -1.102 2.292
N 0.901 -1.122 -1.168
N 0.706 0.075 -0.513
N -0.067 2.148 -0.900
N -0.770 1.714 -0.033
N -1.102 -0.279 0.961
N 0.245 -1.941 1.904
O 0.861 1.235 -1.330

HOMO-LUMO gap, eV: 10.0
Molar mass, g mol⁻¹: 128.10
LUMO, eV: -0.12
ΔE to the lowest compared entry with this formula, charge and spin, kcal/mol: 78.8
SMILES: [H]/N=C\N=c1\nnon1N
HOMO level, eV: -10.16

---

A molecular structure, C20H15N5O2Y at a distorted geometry, computed with ωB97M-V/def2-TZVPD.

Cartesian coordinates (Å):
Y 0.277 0.047 -0.126
C 3.396 -1.082 2.783
C 3.515 0.016 3.639
C 2.897 1.196 3.308
C 2.141 1.298 2.132
N 2.007 0.217 1.319
C 2.638 -0.935 1.656
N 1.610 2.546 1.874
C 0.788 2.902 0.953
N 0.147 2.115 0.003
C -0.535 2.945 -0.889
N -1.140 2.643 -1.977
C -1.270 1.409 -2.593
C -2.007 1.410 -3.782
C -2.176 0.247 -4.495
C -1.617 -0.937 -4.015
C -0.922 -0.886 -2.837
N -0.722 0.255 -2.137
C -0.407 4.334 -0.405
C -0.919 5.516 -0.898
C -0.610 6.682 -0.205
C 0.196 6.654 0.932
C 0.722 5.459 1.412
C 0.399 4.306 0.725
H 3.883 -2.022 2.995
H 4.098 -0.063 4.547
H 2.980 2.081 3.922
H 2.522 -1.774 0.975
H -2.423 2.350 -4.111
H -2.741 0.247 -5.418
H -1.729 -1.873 -4.542
H -0.502 -1.799 -2.423
H -1.539 5.531 -1.785
H -1.001 7.628 -0.554
H 0.416 7.578 1.450
H 1.356 5.429 2.289
C -0.669 -1.225 3.175
C -1.311 -1.738 1.905
O -1.967 -2.737 1.866
O -1.075 -0.978 0.809
H -1.226 -1.603 4.027
H -0.647 -0.136 3.199
H 0.353 -1.605 3.247

Net charge: +1
HOMO-LUMO gap, eV: 7.5
Molar mass, g mol⁻¹: 446.28
LUMO, eV: -4.13
HOMO level, eV: -11.68

---

C22H26N2O2 in the gas phase at a distorted geometry, computed with ωB97M-V/def2-TZVPD.

Cartesian coordinates (Å):
C -3.495 -0.479 2.483
C -2.175 -0.420 1.806
C -0.918 -0.052 2.202
N -0.072 -0.234 1.144
C -0.802 -0.684 0.164
C -0.334 -1.031 -1.157
C -1.220 -1.488 -2.133
C -0.755 -1.827 -3.386
C 0.599 -1.715 -3.700
C 1.478 -1.251 -2.719
C 1.024 -0.915 -1.462
H 1.704 -0.567 -0.701
H 2.532 -1.177 -2.943
C 1.091 -2.080 -5.036
C 0.609 -3.215 -5.684
C 1.076 -3.561 -6.938
C 2.026 -2.775 -7.569
C 2.510 -1.643 -6.935
C 2.050 -1.299 -5.678
H 2.418 -0.405 -5.195
H 3.248 -1.024 -7.424
H 2.389 -3.045 -8.550
H 0.699 -4.448 -7.425
H -0.119 -3.842 -5.189
H -1.450 -2.165 -4.141
H -2.270 -1.572 -1.898
O -2.098 -0.821 0.508
C -0.407 0.472 3.508
N 0.108 1.824 3.372
C 1.526 1.975 3.631
H 1.720 2.999 3.958
C 2.376 1.727 2.369
O 2.509 0.378 2.027
H 1.634 0.066 1.722
H 1.940 2.302 1.540
H 3.391 2.094 2.556
H 1.876 1.294 4.422
C -0.735 2.894 3.877
C -0.911 2.892 5.404
H -1.460 2.014 5.736
H 0.058 2.899 5.898
H -1.464 3.775 5.715
C -2.093 2.889 3.177
H -2.713 2.069 3.526
H -1.954 2.791 2.104
H -2.615 3.822 3.380
H -0.226 3.825 3.597
H 0.401 -0.190 3.840
H -1.212 0.415 4.248
H -3.366 -0.422 3.560
H -4.131 0.345 2.157
H -3.996 -1.412 2.232

HOMO-LUMO gap, eV: 8.3
Molar mass, g mol⁻¹: 350.46
LUMO, eV: 0.29
ΔE to the lowest compared entry with this formula, charge and spin, kcal/mol: 40.4
SMILES: Cc1oc(-c2ccc(-c3ccccc3)cc2)nc1CN(CCO)C(C)C
HOMO level, eV: -8.03

---

A molecular structure, C48H51BI2N4O7 at a distorted geometry, computed with ωB97M-V/def2-TZVPD.

Cartesian coordinates (Å):
C 4.216 -1.600 -5.727
C 4.009 -0.670 -4.668
C 2.748 0.225 -4.283
C 3.483 1.604 -4.057
I 4.841 2.189 -5.699
C 3.445 2.501 -2.993
C 2.575 2.181 -1.732
I 4.583 4.373 -3.000
C 1.505 0.364 -5.329
C 0.719 1.716 -5.041
C -0.679 1.899 -5.759
C -1.864 0.966 -5.238
C -2.220 -0.247 -6.254
C -3.678 -0.082 -6.892
C -4.273 -1.420 -7.513
C -4.751 -2.487 -6.419
O -5.564 -1.848 -5.416
C -5.419 -2.464 -4.119
B 1.792 0.385 -6.930
N 1.860 -0.796 -7.835
O 2.030 1.664 -7.590
N 0.843 -0.957 -5.125
C 1.465 -1.805 -4.074
O 1.467 -3.027 -3.939
C 2.081 -0.641 -3.109
N 3.144 -1.265 -2.300
N 0.810 -0.195 -2.470
C 0.549 -0.754 -1.314
C 0.467 -2.295 -0.963
C 0.182 0.228 -0.094
H 4.157 -2.723 -5.619
H 4.463 -1.181 -6.765
H 4.924 -0.477 -4.002
H 1.457 2.223 -1.955
H 2.846 1.214 -1.186
H 2.758 3.008 -0.961
H 0.524 1.873 -3.921
H 1.336 2.636 -5.331
H -0.681 1.855 -6.890
H -1.012 2.972 -5.513
H -2.833 1.575 -5.180
H -1.647 0.544 -4.209
H -2.250 -1.235 -5.668
H -1.400 -0.393 -7.036
H -3.603 0.723 -7.703
H -4.395 0.297 -6.101
H -5.169 -1.166 -8.178
H -3.503 -1.904 -8.192
H -3.813 -2.975 -6.007
H -5.391 -3.279 -6.922
H -4.442 -3.020 -3.974
H -5.475 -1.638 -3.343
H -6.298 -3.164 -3.950
H 1.995 -1.674 -7.329
H 1.084 -0.832 -8.501
H 1.491 1.664 -8.406
H -0.129 -0.975 -4.794
H 2.954 -2.247 -2.079
H 3.289 -0.802 -1.396
H 1.459 -2.705 -0.610
H 0.020 -2.863 -1.841
H -0.286 -2.411 -0.109
H 0.529 -0.181 0.903
H -0.967 0.219 -0.049
H 0.463 1.301 -0.292
C 4.591 -6.290 2.724
C 3.818 -5.800 1.674
C 2.893 -4.789 1.903
C 2.730 -4.271 3.188
C 3.487 -4.779 4.244
C 4.427 -5.782 4.007
C 3.290 -4.273 5.622
O 3.953 -4.712 6.544
C 2.266 -3.229 5.862
C 2.028 -2.784 7.162
C 1.078 -1.796 7.395
C 0.370 -1.242 6.331
C 0.600 -1.687 5.035
C 1.542 -2.689 4.799
C 1.754 -3.181 3.419
O 1.132 -2.700 2.486
H 5.319 -7.073 2.542
H 3.938 -6.206 0.675
H 2.297 -4.408 1.081
H 5.028 -6.170 4.821
H 2.578 -3.208 7.994
H 0.891 -1.454 8.407
H -0.366 -0.466 6.513
H 0.043 -1.257 4.211
C -1.610 3.928 11.085
C -1.159 2.750 10.495
C -1.304 2.557 9.126
C -1.913 3.538 8.344
C -2.386 4.707 8.940
C -2.223 4.905 10.311
C -3.078 5.737 8.130
O -3.489 6.759 8.648
C -3.271 5.497 6.681
C -3.971 6.430 5.915
C -4.145 6.220 4.553
C -3.614 5.084 3.947
C -2.921 4.150 4.707
C -2.756 4.350 6.077
C -2.047 3.330 6.884
O -1.585 2.334 6.356
H -1.488 4.081 12.152
H -0.692 1.982 11.102
H -0.947 1.640 8.671
H -2.577 5.818 10.776
H -4.384 7.318 6.380
H -4.694 6.944 3.960
H -3.744 4.925 2.882
H -2.513 3.264 4.231

HOMO-LUMO gap, eV: 5.7
Molar mass, g mol⁻¹: 1060.58
LUMO, eV: -1.23
HOMO level, eV: -6.91

---

A molecular structure, C17H18N8O3RhS, computed with ωB97M-V/def2-TZVPD.

Cartesian coordinates (Å):
Rh 0.309 -0.214 0.074
O 2.386 0.182 -0.442
N 2.772 1.415 -0.299
C 4.145 1.672 -0.522
C 4.595 2.931 -0.496
C 3.707 4.058 -0.312
C 2.348 3.810 -0.280
C 1.808 2.533 -0.313
S 0.150 2.181 -0.387
H 4.743 0.788 -0.676
H 5.656 3.088 -0.638
H 4.094 5.064 -0.293
H 1.640 4.627 -0.238
N -2.139 -0.324 -0.094
N -2.434 -1.615 0.384
C -1.444 -2.616 0.223
O -1.783 -3.774 0.342
O -0.254 -2.176 -0.044
H -2.630 0.368 0.456
H -2.389 -0.203 -1.072
H -3.364 -1.962 0.197
C 2.755 -0.375 2.751
C 1.330 -0.193 3.137
N 0.317 -0.012 2.316
C -0.812 0.122 3.094
C -0.478 0.024 4.401
N 0.887 -0.182 4.422
C 1.661 -0.454 5.615
N 1.125 -1.591 6.311
N 0.719 -1.461 7.597
N 0.257 -2.575 8.012
C 0.333 -3.491 6.975
C -0.071 -4.828 6.915
C 0.099 -5.479 5.718
C 0.657 -4.823 4.595
C 1.064 -3.512 4.642
C 0.893 -2.862 5.872
H 2.819 -0.587 1.686
H 3.221 -1.199 3.292
H 3.335 0.531 2.945
H -1.785 0.257 2.657
H -1.064 0.046 5.303
H 1.623 0.380 6.312
H 2.693 -0.628 5.318
H -0.507 -5.316 7.776
H -0.210 -6.510 5.619
H 0.751 -5.367 3.664
H 1.461 -3.017 3.766

2S+1: 6
HOMO-LUMO gap (alpha / beta), eV: 5.9 / 6.1
Molar mass, g mol⁻¹: 517.36
LUMO (alpha / beta), eV: 0.32 / -2.22
ΔE to the lowest compared entry with this formula, charge and spin, kcal/mol: 0.7
Expectation value of S²: 8.783
HOMO level (alpha / beta), eV: -5.59 / -8.32

---

A molecular structure, C33H36FeN6O4S2Si2, computed with ωB97M-V/def2-TZVPD.

Cartesian coordinates (Å):
Fe 0.905 0.633 -1.601
N 3.891 1.922 -0.243
C 2.958 2.269 0.823
C 1.719 3.019 0.333
O 1.461 4.116 0.874
N 1.012 2.452 -0.650
C -0.144 3.236 -1.068
C -0.607 2.846 -2.472
O -1.367 3.612 -3.084
O -0.213 1.707 -2.888
H 4.571 2.652 -0.411
H 4.349 1.040 -0.065
H 2.618 1.334 1.261
H 3.394 2.888 1.616
H -0.995 3.071 -0.389
H 0.051 4.310 -1.034
N -0.419 -2.526 -1.677
C 0.361 -2.248 -2.723
N 0.922 -1.080 -2.901
C 1.748 -1.077 -3.997
C 1.815 -2.229 -4.703
S 0.797 -3.416 -3.952
C 2.425 0.194 -4.250
C 2.972 0.642 -5.404
S 3.460 2.287 -5.199
C 2.819 2.260 -3.574
N 2.375 1.093 -3.213
N 2.828 3.355 -2.777
H -0.707 -1.657 -1.157
H -1.018 -3.331 -1.697
H 2.402 -2.449 -5.578
H 3.035 0.143 -6.356
H 2.587 4.219 -3.235
H 2.293 3.161 -1.915
O -0.907 -0.089 -0.755
Si -2.006 -0.017 0.378
C -3.650 0.664 -0.276
C -4.886 0.465 0.344
C -6.052 1.024 -0.166
C -6.000 1.799 -1.318
C -4.784 1.999 -1.958
C -3.625 1.428 -1.446
C -1.536 0.965 1.914
C -0.190 1.197 2.193
C 0.195 1.930 3.309
C -0.764 2.422 4.180
C -2.112 2.186 3.930
C -2.490 1.471 2.802
C -2.432 -1.770 1.006
C -1.872 -2.306 2.167
C -2.106 -3.622 2.549
C -2.915 -4.439 1.772
C -3.489 -3.929 0.613
C -3.247 -2.613 0.242
H -4.945 -0.151 1.238
H -7.000 0.854 0.334
H -6.906 2.244 -1.716
H -4.720 2.602 -2.855
H -2.691 1.574 -1.973
H 0.556 0.807 1.509
H 1.245 2.139 3.476
H -0.467 3.004 5.045
H -2.867 2.576 4.604
H -3.546 1.321 2.601
H -1.231 -1.680 2.781
H -1.648 -4.012 3.451
H -3.096 -5.467 2.064
H -4.125 -4.558 0.000
H -3.704 -2.225 -0.665
C 4.844 -2.372 1.953
Si 2.959 -2.244 1.879
C 2.390 -1.525 3.524
C 2.285 -4.002 1.765
C 2.414 -1.243 0.503
C 1.908 -0.507 -0.348
H 5.178 -2.992 2.791
H 5.284 -1.377 2.066
H 5.232 -2.803 1.027
H 2.674 -2.162 4.368
H 1.304 -1.405 3.528
H 2.821 -0.533 3.679
H 2.584 -4.613 2.623
H 2.640 -4.487 0.852
H 1.193 -3.976 1.719

Net charge: -2
HOMO-LUMO gap (alpha / beta), eV: 5.8 / 5.8
Molar mass, g mol⁻¹: 756.84
LUMO (alpha / beta), eV: 3.96 / 3.96
HOMO level (alpha / beta), eV: -1.84 / -1.82

---

2 unconnected molecules or ions with the total composition C2BrFNO4 at a distorted geometry, computed with ωB97M-V/def2-TZVPD.

Cartesian coordinates (Å):
C -1.778 -0.265 -1.163
C 1.011 -0.444 0.966
N 0.447 0.601 0.213
O -1.623 -1.140 -0.405
O -1.960 0.435 -2.041
O 0.896 0.820 -0.921
O -0.632 1.041 0.555
F 0.885 -0.294 2.325
Br 2.752 -0.753 0.471

Net charge: -1
HOMO-LUMO gap (alpha / beta), eV: 6.9 / 6.9
Molar mass, g mol⁻¹: 200.93
LUMO (alpha / beta), eV: 3.47 / 3.47
ΔE to the lowest compared entry with this formula, charge and spin, kcal/mol: 5.3
HOMO level (alpha / beta), eV: -3.45 / -3.45

---

C5H5NO3 in the gas phase at a distorted geometry, computed with ωB97M-V/def2-TZVPD.

Cartesian coordinates (Å):
C -1.003 2.159 0.084
C -1.120 1.560 -1.137
C -0.626 2.475 1.171
C -0.577 0.334 -1.288
C 0.873 -1.167 -0.314
N 1.267 -2.049 0.574
O 2.235 -2.816 0.493
O 0.650 -1.975 1.867
O -0.205 -0.340 -0.143
H -0.283 -1.678 1.935
H -1.724 2.144 -1.929
H -0.392 2.721 2.187
H -0.471 -0.059 -2.269
H 1.376 -1.310 -1.230

HOMO-LUMO gap, eV: 8.9
Molar mass, g mol⁻¹: 127.10
LUMO, eV: 0.43
ΔE to the lowest compared entry with this formula, charge and spin, kcal/mol: 156.1
SMILES: C#C/C=C\O/C=[N+](/[O-])O
HOMO level, eV: -8.51

---

2 unconnected molecules or ions with the total composition CH6O2 at a distorted geometry, computed with ωB97M-V/def2-TZVPD.

Cartesian coordinates (Å):
C 1.402 -0.236 -0.559
H -0.370 -0.602 -0.088
H 2.292 -0.669 -1.013
H 1.127 0.493 -1.293
H 1.717 0.281 0.312
H -2.720 0.488 0.387
H -2.008 0.475 1.737
O 0.384 -1.235 -0.282
O -1.823 1.007 0.800

HOMO-LUMO gap, eV: 10.6
Molar mass, g mol⁻¹: 50.06
LUMO, eV: 0.34
ΔE to the lowest compared entry with this formula, charge and spin, kcal/mol: 25.4
SMILES: CO.O
HOMO level, eV: -10.22

---

A molecular structure, C17H9Cl2MnNO4, computed with ωB97M-V/def2-TZVPD.

Cartesian coordinates (Å):
Mn 0.149 0.202 0.210
Cl 5.998 -0.579 4.402
C 4.777 -0.481 3.170
C 5.159 -0.610 1.824
C 4.229 -0.544 0.825
Cl 4.716 -0.678 -0.828
C 2.842 -0.344 1.098
O 1.995 -0.282 0.128
C 2.497 -0.210 2.468
C 1.137 -0.010 2.878
O 0.140 0.104 2.147
C 3.468 -0.281 3.491
H 6.201 -0.758 1.575
H 0.972 0.042 3.960
H 3.169 -0.176 4.525
O -3.530 1.470 -0.377
C -2.348 1.273 -0.200
O -1.734 0.138 -0.133
C -1.399 2.469 -0.158
C -1.903 3.783 -0.191
C -1.017 4.814 -0.138
C 0.373 4.550 -0.091
C 1.342 5.584 -0.068
C 2.672 5.287 -0.061
C 3.096 3.938 -0.091
C 2.188 2.919 -0.104
C 0.804 3.209 -0.088
N -0.112 2.184 -0.090
H -2.973 3.912 -0.242
H -1.358 5.843 -0.140
H 1.004 6.612 -0.062
H 3.408 6.079 -0.047
H 4.154 3.711 -0.113
H 2.503 1.889 -0.163

2S+1: 2
HOMO-LUMO gap (alpha / beta), eV: 7.8 / 7.8
Molar mass, g mol⁻¹: 417.11
LUMO (alpha / beta), eV: -0.77 / -0.73
Expectation value of S²: 1.152
HOMO level (alpha / beta), eV: -8.55 / -8.49